Entry from the Open Molecules 2025 dataset: a cluster of 12 separate species, C13H49N22O12 in total at a distorted geometry (wB97M-V/def2-TZVPD).

Values from the calculation:
E_HOMO ... -6.53 eV
Charge ... -1
E_tot ... -71640.7828 eV
2S+1 ... 1

Each line ends with the Mulliken charge.
Cartesian coordinates (Å):
1 O 3.79 -0.46 3.95  -0.70
2 O 2.61 -4.18 0.82  -0.69
3 O 0.16 -3.10 2.42  -0.35
4 O -1.56 5.86 3.50  -0.71
5 O -1.46 0.75 4.27  -0.75
6 O -2.46 -3.49 0.87  -0.64
7 O 4.25 1.44 -0.41  -0.75
8 O -1.28 3.86 -4.66  -0.67
9 O 1.33 0.45 -4.12  -0.77
10 O 0.64 -5.36 -3.71  -0.60
11 O -1.32 1.42 -1.03  0.19
12 O -5.67 1.74 -0.86  -0.76
13 N 4.68 -0.11 1.86  -0.37
14 N -0.51 3.75 -2.43  -0.18
15 N 3.29 1.57 2.79  -0.57
16 N 2.83 2.11 -2.06  -0.39
17 N -0.97 3.71 3.19  -0.26
18 N -1.85 -0.56 2.51  0.26
19 N 2.01 -3.90 -2.72  -0.35
20 N -0.37 -5.32 2.26  -0.36
21 N 1.53 -5.87 -1.73  -0.57
22 N -1.33 -3.93 3.95  -0.60
23 N -4.22 -1.99 0.90  -0.40
24 N -2.22 4.81 1.61  -0.26
25 N 2.43 -1.99 0.73  0.63
26 N -3.79 0.65 -1.32  -0.39
27 N -1.07 0.84 -3.84  -0.32
28 N 0.06 1.46 -5.73  -0.42
29 N 3.27 -0.09 -1.87  -0.21
30 N 0.20 -0.50 3.47  0.14
31 N 3.77 -3.00 2.38  -0.26
32 N -3.76 2.83 -0.34  -0.35
33 N -2.76 -2.15 -0.86  -0.15
34 N -0.95 5.78 -3.45  -0.43
35 C -0.34 1.66 -0.11  1.94
36 C 0.18 0.83 -4.46  0.49
37 C -1.61 4.83 2.81  0.46
38 C 3.92 0.28 2.97  0.60
39 C 3.53 1.14 -1.36  0.49
40 C 0.40 0.34 0.11  -1.12
41 C -0.99 4.40 -3.57  0.42
42 C -0.49 -4.09 2.88  0.20
43 C 2.98 -3.12 1.36  0.11
44 C 1.35 -5.05 -2.83  0.60
45 C -3.13 -2.59 0.34  0.50
46 C -4.45 1.75 -0.90  0.13
47 C -1.06 -0.05 3.43  0.02
48 H -0.94 3.45 4.18  0.22
49 H -1.93 -2.51 -1.26  0.18
50 H -4.31 -1.02 0.75  0.16
51 H -0.66 2.19 -5.94  0.20
52 H -1.68 1.44 -4.36  0.28
53 H -0.50 4.25 -1.55  0.37
54 H 0.78 -0.07 4.16  0.19
55 H 4.94 0.51 1.13  0.26
56 H 1.94 -2.26 -0.11  -0.11
57 H 0.71 -6.47 -1.78  0.25
58 H 1.73 -3.12 -3.35  0.16
59 H 0.38 -1.53 3.15  0.19
60 H 2.63 3.00 -1.59  0.30
61 H -4.57 -2.37 1.76  0.25
62 H -2.73 3.99 1.31  0.24
63 H 0.44 2.41 -0.46  0.04
64 H -2.75 0.76 -1.18  0.43
65 H 0.12 -5.30 1.39  0.24
66 H 3.62 -0.94 -1.53  0.21
67 H 2.98 -1.12 0.76  -0.18
68 H -0.50 6.12 -2.63  0.18
69 H -0.99 0.79 -2.78  -0.04
70 H 1.04 0.10 -0.74  0.33
71 H 2.59 -3.64 -1.95  0.20
72 H 3.03 1.72 1.78  0.31
73 H -4.43 3.53 -0.07  0.16
74 H 1.19 0.22 0.85  0.34
75 H 1.70 -5.44 -0.84  0.35
76 H -2.86 -0.45 2.51  0.18
77 H -0.87 2.91 2.58  -0.02
78 H -0.32 -0.47 0.13  0.01
79 H -1.69 -2.99 4.04  0.26
80 H -4.25 0.22 -2.13  0.22
81 H 5.24 -0.94 2.00  0.20
82 H -1.07 -5.96 2.48  0.24
83 H -1.53 -1.22 1.84  -0.18
84 H 1.98 1.88 -2.54  0.09
85 H -0.74 2.02 0.88  -1.72
86 H 3.82 -2.26 3.10  0.19
87 H 4.43 -3.76 2.56  0.23
88 H -0.71 2.74 -2.18  -0.24
89 H -2.75 2.74 -0.46  0.28
90 H -0.99 -4.18 4.85  0.25
91 H -2.64 5.66 1.39  0.22
92 H 2.70 -0.07 -2.70  0.28
93 H 2.39 1.66 3.31  0.31
94 H -1.27 6.31 -4.25  0.24
95 H -3.19 -1.29 -1.21  0.21
96 H 0.85 1.37 -6.33  0.22